# C4H7NO

A 3-piece molecular cluster, C4H7NO overall (ωB97M-V with the def2-TZVPD basis set, OMol25).

CARTESIAN COORDINATES (ANGSTROEM)
C 0.20 0.91 -1.27
C 0.06 1.64 -0.17
C 0.86 1.41 1.00
N 1.49 1.19 1.94
H -0.44 1.06 -2.13
H 0.95 0.13 -1.35
H -0.69 2.43 -0.09
H -1.98 -0.72 0.70
H -2.10 -0.06 1.01
C 0.37 -1.98 0.11
O -0.69 -2.33 -0.33
H 1.32 -2.23 -0.40
H 0.47 -1.38 1.03

Computed properties:
LUMO level = 0.2 eV
Total charge = 0
Relative energy (zero: lowest compared OMol25 entry of this formula, charge and spin) = 81.0 kcal/mol
2S+1 = 1